Run i
Entry from OMol25: a cluster of 2 separate species, C2H6N2 in total (ωB97M-V/def2-TZVPD).

```
! RIJCOSX wB97M-V def2-TZVPD def2/J DEFGRID3
* xyz 1 2
N -2.2479 -1.8924 1.3639
N 2.2958 1.9564 -1.3940
C -1.2892 -2.1747 0.6336
C 1.2159 2.0083 -0.7539
H 0.3701 1.4923 -1.2186
H -2.3780 -1.3851 2.2498
H 1.0241 2.3334 0.2703
H -1.5552 -2.8232 -0.2118
H 3.0840 2.3986 -0.9259
H -0.2478 -1.9355 0.8745
*
```

## Properties
HOMO (spin up / spin down) = -12.7 / -12.7 eV
M = 58.1 g mol⁻¹
Kohn-Sham gap (spin up / spin down) = 6.23 / 2.76 eV
expectation value of S² = 0.760

Löwdin atomic charge list, values in e, 6 entries: number 1, N, carries 0.357; number 2, N, carries 0.029; number 3, C, carries 0.148; number 4, C, carries -0.174; number 5, H, carries 0.043; number 6, H, carries 0.179

***

Run ii
Entry from OMol25: a cluster of 2 separate species, C2H6N2 in total (ωB97M-V/def2-TZVPD).

```
! RIJCOSX wB97M-V def2-TZVPD def2/J DEFGRID3
* xyz 1 2
N -0.5082 -0.6334 -1.2348
N 0.4230 1.5014 1.8937
C -1.4260 -0.8873 -2.1024
C 1.3907 0.7028 1.9795
H -2.1254 -0.0274 -2.3322
H 0.3991 2.0336 0.9844
H 1.6082 0.1972 2.9463
H 2.0920 0.5394 1.1549
H -0.2932 -1.5237 -0.7834
H -1.5603 -1.9026 -2.5060
*
```

## Properties
HOMO (spin up / spin down) = -15.5 / -13.7 eV
M = 58.1 g mol⁻¹
Kohn-Sham gap (spin up / spin down) = 10.81 / 3.55 eV
expectation value of S² = 0.761

Löwdin atomic charge list, values in e, 6 entries: number 1, N, carries 0.067; number 2, N, carries 0.238; number 3, C, carries -0.025; number 4, C, carries 0.040; number 5, H, carries 0.110; number 6, H, carries 0.145

***

Run iii
Entry from OMol25: a cluster of 2 separate species, C2H6N2 in total (ωB97M-V/def2-TZVPD).

```
! RIJCOSX wB97M-V def2-TZVPD def2/J DEFGRID3
* xyz 1 2
N 1.1846 -2.4307 0.5749
N -0.9739 0.6039 -0.5400
C 1.0868 -1.2045 0.7188
C -0.9854 1.8795 -0.4917
H 1.5269 -2.7533 -0.3321
H -1.9313 0.2160 -0.5838
H -0.3412 2.3307 0.2746
H 1.1042 -0.3599 -0.0122
H -1.4182 2.5042 -1.2820
H 0.7475 -0.7858 1.6734
*
```

## Properties
HOMO (spin up / spin down) = -15.9 / -13.8 eV
M = 58.1 g mol⁻¹
Kohn-Sham gap (spin up / spin down) = 10.32 / 4.36 eV
expectation value of S² = 0.769

Löwdin atomic charge list, values in e, 6 entries: number 1, N, carries 0.172; number 2, N, carries 0.153; number 3, C, carries -0.072; number 4, C, carries 0.070; number 5, H, carries 0.107; number 6, H, carries 0.136

***

Quick ranking, most stable first: run i, run ii, run iii.